# 1
{"formula": "C12H17N", "method": "ωB97M-V with the def2-TZVPD basis set", "homo_lumo_gap_ev": [6.75, 8.32], "homo_ha": [-0.216, -0.300], "lumo_ev": [0.875, 0.164], "spin_multiplicity": 3, "symbols": ["C", "C", "C", "C", "C", "C", "C", "C", "C", "C", "C", "C", "N", "H", "H", "H", "H", "H", "H", "H", "H", "H", "H", "H", "H", "H", "H", "H", "H", "H"], "xyz": [[0.9787, 2.3827, -2.2188], [0.9934, 1.3002, -3.1145], [0.5816, 2.2526, -0.9385], [0.7725, 0.0125, -2.6221], [0.3092, 0.9672, -0.3989], [0.4728, -0.1314, -1.3023], [0.0255, 0.8369, 1.0395], [-0.6137, -1.7715, 0.3155], [-1.2076, 1.3556, 1.6902], [1.2373, 0.9578, 1.8507], [-0.0869, -2.7854, 1.2703], [-2.0640, -1.8621, 0.0860], [0.2440, -1.3945, -0.7748], [1.0049, 3.2980, -2.7374], [1.3192, 1.4847, -4.0573], [0.5082, 3.0972, -0.2619], [0.8419, -0.8599, -3.2999], [-1.4913, 1.0099, 2.6967], [-2.0943, 1.2594, 0.9819], [-0.8933, 2.4578, 1.7651], [1.7995, 1.9593, 1.5583], [1.9776, 0.1992, 1.6748], [1.0699, 0.9764, 2.9983], [-0.8121, -3.2565, 1.9121], [0.6934, -2.2549, 1.8880], [0.4029, -3.5948, 0.8915], [-2.2316, -2.7073, -0.6369], [-2.3689, -0.9393, -0.4480], [-2.3948, -2.1851, 1.1216], [1.0259, -2.0648, -0.9291]]}

=====

# 2
{"formula": "C25H43ClNO11S5", "method": "ωB97M-V with the def2-TZVPD basis set", "homo_lumo_gap_ev": 6.93, "charge": 1, "homo_ha": -0.437, "lumo_ev": -4.950, "symbols": ["C", "C", "C", "O", "N", "C", "S", "C", "C", "C", "O", "O", "C", "C", "Cl", "H", "H", "H", "H", "H", "H", "H", "H", "H", "H", "H", "C", "C", "C", "S", "O", "O", "C", "H", "H", "H", "H", "H", "H", "H", "H", "C", "C", "C", "S", "O", "O", "C", "H", "H", "H", "H", "H", "H", "H", "H", "C", "C", "C", "S", "O", "O", "C", "H", "H", "H", "H", "H", "H", "H", "H", "C", "C", "C", "S", "O", "O", "C", "H", "H", "H", "H", "H", "H", "H", "H"], "xyz": [[3.1479, 0.0013, 0.8659], [3.5888, 0.9008, -0.4275], [2.6044, 0.7220, -1.6668], [2.8908, -0.3569, -2.6013], [4.1871, -0.6153, -2.7661], [5.1723, 0.2549, -3.3700], [4.6904, 1.9088, -4.0593], [6.6948, -0.1074, -3.5059], [7.2110, -1.5062, -2.9855], [8.7503, -1.9088, -3.0782], [9.5295, -1.3370, -2.2701], [9.2056, -2.8642, -4.0305], [6.0926, -2.4347, -2.3825], [4.6396, -1.9276, -2.2948], [3.4140, -3.0951, -1.5794], [3.9912, -0.6944, 1.1921], [2.9669, 0.7249, 1.7510], [2.1426, -0.5227, 0.6940], [4.7032, 0.7873, -0.6455], [3.4576, 1.9956, -0.0684], [1.5494, 0.5294, -1.2400], [2.5351, 1.7222, -2.2367], [4.6799, 2.8464, -3.0046], [7.4656, 0.6089, -3.9639], [10.0501, -3.1984, -3.6430], [6.3858, -3.4816, -2.0023], [-2.6463, -1.3366, -2.9535], [-3.6753, -0.2570, -2.6165], [-3.0923, 0.5953, -1.4890], [-1.3153, 0.5072, -1.6621], [-0.7723, -0.1812, -0.5089], [-0.8122, 1.7927, -2.0995], [-1.3071, -0.6167, -3.0471], [-2.8898, -1.8524, -3.8836], [-2.6170, -2.0796, -2.1529], [-3.8507, 0.3681, -3.4983], [-4.6350, -0.6905, -2.3266], [-3.4121, 1.6351, -1.5644], [-3.3564, 0.1954, -0.5087], [-0.4516, -1.2890, -2.9764], [-1.2430, -0.0209, -3.9607], [-5.0224, -5.0133, 0.7530], [-3.4978, -4.9498, 0.8600], [-2.9233, -5.4478, -0.4680], [-4.1540, -5.0804, -1.7142], [-4.6620, -6.3252, -2.2406], [-3.6632, -4.0226, -2.5720], [-5.3678, -4.4002, -0.5973], [-5.5088, -4.4793, 1.5718], [-5.3520, -6.0569, 0.7862], [-3.1877, -3.9134, 1.0304], [-3.1263, -5.5446, 1.6976], [-1.9914, -4.9398, -0.7193], [-2.7666, -6.5278, -0.4565], [-6.3710, -4.6525, -0.9400], [-5.2367, -3.3155, -0.5818], [-2.8962, 1.4524, 4.0144], [-4.1347, 0.9677, 4.7709], [-5.2601, 0.7986, 3.7484], [-4.4662, 0.4322, 2.1875], [-4.7149, 1.5261, 1.2761], [-4.7286, -0.9455, 1.8299], [-2.7894, 0.5627, 2.7829], [-1.9963, 1.3942, 4.6302], [-3.0330, 2.4960, 3.7123], [-3.9185, 0.0041, 5.2437], [-4.4228, 1.6632, 5.5623], [-5.9273, -0.0214, 4.0159], [-5.8329, 1.7198, 3.6277], [-2.1494, 0.9799, 2.0052], [-2.4512, -0.4408, 3.0505], [1.7237, 6.2335, 2.9924], [0.6417, 5.7207, 2.0399], [1.2731, 4.6297, 1.1730], [2.5878, 3.9117, 2.1520], [3.8512, 4.2068, 1.5140], [2.2152, 2.5678, 2.5387], [2.3979, 4.9911, 3.5594], [1.3045, 6.8583, 3.7834], [2.4510, 6.8339, 2.4363], [-0.1843, 5.2976, 2.6210], [0.2311, 6.5242, 1.4246], [0.5515, 3.8542, 0.9124], [1.7158, 5.0455, 0.2662], [3.3710, 5.1956, 4.0053], [1.7514, 4.4872, 4.2814]]}

=====

# 3
{"formula": "C3H4N2S", "method": "ωB97M-V with the def2-TZVPD basis set", "homo_lumo_gap_ev": 9.24, "homo_ha": -0.318, "lumo_ev": 0.582, "symbols": ["C", "C", "C", "N", "N", "S", "H", "H", "H", "H"], "xyz": [[0.1405, -0.7896, -0.8115], [-2.8718, -0.6456, 0.3647], [1.0060, 1.0810, 0.4528], [0.5487, 0.2138, -0.3266], [-2.1302, -1.5331, 0.5080], [-4.0015, 0.4189, 0.0441], [-0.0171, -0.8363, -1.9124], [2.1211, 1.1734, 0.8252], [0.3613, 1.8378, 0.7225], [-1.1830, -1.6720, 0.4677]]}

=====

# 4
{"formula": "C35H32IrO5PS2", "method": "ωB97M-V with the def2-TZVPD basis set", "homo_lumo_gap_ev": [5.91, 6.51], "charge": -1, "homo_ha": [-0.122, -0.180], "lumo_ev": [2.598, 1.607], "spin_multiplicity": 6, "symbols": ["Ir", "O", "C", "O", "C", "C", "C", "C", "C", "O", "C", "C", "O", "O", "H", "H", "H", "H", "H", "H", "H", "H", "C", "C", "C", "C", "C", "C", "C", "P", "C", "C", "C", "C", "C", "C", "C", "C", "C", "C", "C", "C", "C", "C", "H", "H", "H", "H", "H", "H", "H", "H", "H", "H", "H", "H", "H", "H", "H", "H", "H", "H", "H", "H", "S", "C", "C", "C", "C", "C", "C", "S", "H", "H", "H", "H"], "xyz": [[-1.1658, 1.4412, 0.1829], [-0.3151, -2.6102, -1.5674], [-0.9844, -1.9631, -0.7749], [-0.5142, -1.3328, 0.2622], [-2.4912, -1.8919, -0.9965], [-3.3215, -1.3730, 0.1753], [-4.7989, -1.7244, -0.0536], [-5.1948, -0.6944, -1.1446], [-3.8636, 0.0281, -1.3681], [-3.3221, 0.0469, -0.0363], [-2.8838, -0.8829, -2.1265], [-1.7083, -0.0888, -2.7056], [-1.4781, -0.1662, -3.9072], [-1.0339, 0.6249, -1.8753], [-2.7848, -2.9021, -1.2842], [-2.9228, -1.5860, 1.1630], [-5.3758, -1.5779, 0.8587], [-4.9234, -2.7585, -0.3766], [-5.9414, 0.0049, -0.7698], [-5.5746, -1.1529, -2.0575], [-3.9215, 1.0491, -1.7391], [-3.3740, -1.3922, -2.9538], [4.5384, -2.3197, -0.9972], [3.4567, -3.1886, -0.4095], [3.7002, -4.5639, -0.3792], [2.7996, -5.4642, 0.1583], [1.6069, -4.9982, 0.6896], [1.3338, -3.6461, 0.6542], [2.2385, -2.7243, 0.1137], [1.6474, -1.0070, 0.1682], [2.7707, 0.1304, -0.6933], [3.6128, 0.9572, 0.0600], [4.4087, 1.9037, -0.5549], [4.3555, 2.0445, -1.9371], [3.5144, 1.2382, -2.6815], [2.7049, 0.2698, -2.0860], [1.8266, -0.5759, -2.9610], [1.6455, -0.5217, 1.8991], [2.0947, -1.4151, 2.8763], [1.9459, -1.1429, 4.2232], [1.3224, 0.0418, 4.6047], [0.9069, 0.9459, 3.6505], [1.0752, 0.7149, 2.2730], [0.6650, 1.7636, 1.3327], [5.4366, -2.9168, -1.1538], [4.7938, -1.4838, -0.3489], [4.2422, -1.8994, -1.9585], [4.6361, -4.9265, -0.7881], [3.0294, -6.5226, 0.1638], [0.8850, -5.6828, 1.1158], [0.3960, -3.2792, 1.0489], [3.6350, 0.8506, 1.1378], [5.0565, 2.5356, 0.0391], [4.9643, 2.7913, -2.4318], [3.4661, 1.3562, -3.7580], [2.4091, -0.9782, -3.7939], [1.0084, 0.0184, -3.3734], [1.3646, -1.4107, -2.4358], [2.5591, -2.3440, 2.5753], [2.2979, -1.8501, 4.9632], [1.1728, 0.2650, 5.6546], [0.4354, 1.8739, 3.9517], [1.3928, 1.9600, 0.5431], [0.4652, 2.6912, 1.8630], [-2.6116, 2.3041, 1.8549], [-3.0215, 3.9051, 1.2794], [-3.9294, 4.6828, 2.0086], [-4.2720, 5.9575, 1.6002], [-3.7146, 6.4869, 0.4369], [-2.8265, 5.7274, -0.2999], [-2.4696, 4.4355, 0.1016], [-1.3717, 3.5038, -0.8929], [-4.3611, 4.2605, 2.9081], [-4.9754, 6.5407, 2.1825], [-3.9781, 7.4848, 0.1083], [-2.3916, 6.1222, -1.2103]]}

=====

- What is the formula in the fourth record?
  C35H32IrO5PS2

=====

Copy entry 3 word for word.
{"formula": "C3H4N2S", "method": "ωB97M-V with the def2-TZVPD basis set", "homo_lumo_gap_ev": 9.24, "homo_ha": -0.318, "lumo_ev": 0.582, "symbols": ["C", "C", "C", "N", "N", "S", "H", "H", "H", "H"], "xyz": [[0.1405, -0.7896, -0.8115], [-2.8718, -0.6456, 0.3647], [1.0060, 1.0810, 0.4528], [0.5487, 0.2138, -0.3266], [-2.1302, -1.5331, 0.5080], [-4.0015, 0.4189, 0.0441], [-0.0171, -0.8363, -1.9124], [2.1211, 1.1734, 0.8252], [0.3613, 1.8378, 0.7225], [-1.1830, -1.6720, 0.4677]]}